(1)
DFT (the ωB97M-V functional and the def2-TZVPD basis) results for a structure of composition C49H58BrN3O4PRhTe2.

HOMO level (alpha / beta) in eV: -3.232 / -4.324
ΔE to the lowest compared entry with this formula, charge and spin in kJ/mol: 82.74
Spin multiplicity: 6
Total energy in Ha: -5929.19251
Net charge: -1

Element x y z (Å)
Rh1 0.52991 -0.31946 1.42819
Br1 2.59134 -1.25010 3.08728
C1 3.97009 -0.37375 2.08967
C2 5.23847 -0.50596 2.55756
C3 6.28823 0.17739 1.90416
C4 6.01890 0.96500 0.82766
C5 4.69657 1.10815 0.33540
C6 4.42584 1.92438 -0.78668
C7 3.14665 2.04681 -1.24622
C8 2.08358 1.34928 -0.62099
C9 2.26590 0.55628 0.48883
C10 3.60552 0.43673 0.97958
H1 5.43218 -1.13588 3.41564
H2 7.30470 0.07241 2.26581
H3 6.81654 1.51163 0.33435
H4 5.25057 2.42716 -1.28488
H5 2.93254 2.66516 -2.11480
H6 1.09192 1.44109 -1.04164
C11 -0.57106 -3.06533 5.87195
C12 -0.62286 -1.76720 5.05841
C13 -1.94259 -1.59884 4.34778
C14 -3.08890 -1.34467 5.09279
C15 -4.33201 -1.28535 4.48605
C16 -4.42947 -1.48355 3.11634
C17 -3.30234 -1.71105 2.33013
C18 -3.44355 -1.92529 0.83546
C19 -4.55207 -1.10948 0.16695
C20 -2.04237 -1.76379 2.96062
N1 -0.85429 -1.98664 2.21821
C21 -0.74147 -3.06783 1.53455
C22 0.34607 -3.26790 0.64519
C23 0.87957 -4.44448 0.08758
C24 2.00506 -4.04579 -0.62748
C25 2.09200 -2.64307 -0.48318
N2 1.09769 -2.17899 0.26958
H7 0.37202 -3.13867 6.42209
H8 -0.65047 -3.93366 5.21404
H9 -1.39023 -3.10910 6.59232
H10 0.18041 -1.78212 4.32493
H11 -0.45743 -0.91907 5.72612
H12 -2.99797 -1.19618 6.16616
H13 -5.22323 -1.08995 5.07178
H14 -5.40563 -1.45166 2.64535
H15 -3.62965 -2.98821 0.64497
H16 -2.49600 -1.67927 0.35840
H17 -5.54580 -1.40587 0.51062
H18 -4.52038 -1.26173 -0.91421
H19 -4.41867 -0.04236 0.35741
H20 -1.49806 -3.84990 1.63723
H21 0.51821 -5.45394 0.24910
H22 2.69524 -4.67676 -1.17143
H23 2.82566 -1.96597 -0.90745
C26 5.05942 3.69272 3.29729
C27 4.34254 2.69686 4.18109
O1 3.15188 2.26322 3.48883
P1 1.81295 1.89797 4.27409
O2 0.82275 1.42322 3.30490
Te1 2.31893 0.59784 6.22260
O3 1.40518 3.27701 4.98087
C28 1.00152 4.37084 4.11067
C29 -0.21388 5.04606 4.70216
H24 5.98268 4.02589 3.77627
H25 4.42014 4.55765 3.10756
H26 5.29598 3.22632 2.33966
H27 4.08006 3.14967 5.14032
H28 4.96956 1.82594 4.37432
H29 0.78333 3.98791 3.11385
H30 1.83601 5.06874 4.02937
H31 -1.10126 4.42566 4.56847
H32 -0.37633 6.00816 4.21326
H33 -0.06429 5.21234 5.77105
C30 -2.11829 1.99199 2.24523
C31 -1.93344 1.50571 0.81395
O4 -2.73588 1.90111 -0.05105
N3 -0.89327 0.68770 0.55689
Te2 -1.86148 -0.06537 -2.07369
C32 -2.65071 -1.17392 -3.77153
C33 -3.10467 -0.50575 -4.92430
C34 -3.07441 0.99720 -5.07202
C35 -3.63058 -1.24183 -5.98699
C36 -3.75060 -2.62325 -5.93791
C37 -4.33424 -3.40315 -7.09185
C38 -3.33676 -3.26763 -4.78132
C39 -2.79417 -2.57343 -3.70154
C40 -2.39444 -3.39675 -2.49364
C41 -0.27170 0.71064 -3.26690
C42 0.65080 -0.13998 -3.89081
C43 0.68141 -1.63941 -3.70799
C44 1.63738 0.42216 -4.70859
C45 1.74359 1.78693 -4.90424
C46 2.83646 2.37651 -5.76032
C47 0.84188 2.61612 -4.24241
C48 -0.15106 2.10654 -3.41539
C49 -1.02044 3.06688 -2.64280
H34 -3.01593 2.60525 2.28288
H35 -1.24779 2.57582 2.54178
H36 -2.20256 1.14987 2.93705
H37 -3.09253 1.47516 -4.09624
H38 -3.93912 1.33870 -5.64552
H39 -2.16914 1.32498 -5.59141
H40 -3.96574 -0.71008 -6.87508
H41 -4.58897 -2.74170 -7.92149
H42 -5.24114 -3.93147 -6.78554
H43 -3.62482 -4.15128 -7.45574
H44 -3.43818 -4.34995 -4.71061
H45 -1.67704 -4.17195 -2.77646
H46 -3.27127 -3.89735 -2.07118
H47 -1.94244 -2.79034 -1.71271
H48 -0.03579 -1.97019 -2.96346
H49 1.67337 -1.95109 -3.37205
H50 0.46576 -2.15009 -4.65131
H51 2.35184 -0.24130 -5.19183
H52 3.46521 1.59446 -6.18805
H53 3.47359 3.03764 -5.16645
H54 2.42055 2.96972 -6.57887
H55 0.92580 3.69438 -4.36325
H56 -0.79156 4.09920 -2.91740
H57 -0.85698 2.95206 -1.56790
H58 -2.08256 2.88392 -2.80384

Cartesian forces, eV/Å:
Rh -0.3 0.5 -1.0
Br 0.4 -0.3 0.3
C -0.3 0.3 0.0
C 0.2 -0.1 0.1
C 0.1 -0.1 0.1
C -0.1 0.1 -0.1
C -0.2 -0.1 0.1
C 0.1 0.1 0.0
C -0.2 -0.1 -0.1
C 0.3 0.1 0.0
C 0.6 0.1 0.6
C 0.2 0.0 -0.4
H 0.1 0.0 0.0
H 0.0 0.0 0.0
H 0.0 -0.1 0.0
H 0.0 0.0 0.1
H 0.0 -0.1 0.1
H 0.0 0.1 0.0
C 0.1 0.1 0.0
C -0.1 -0.1 0.1
C 0.1 0.0 0.0
C 0.0 0.0 0.0
C 0.0 0.0 -0.1
C 0.0 0.1 0.0
C 0.0 0.0 -0.1
C -0.1 0.1 0.1
C 0.1 0.0 0.1
C -0.1 -0.2 0.1
N -0.3 0.3 0.4
C 0.1 -0.5 -0.2
C 0.1 0.0 -0.2
C -0.1 0.0 0.1
C 0.2 0.2 0.0
C 0.1 -0.2 -0.1
N -0.4 -0.4 0.2
H 0.0 0.0 0.0
H 0.0 0.0 0.0
H 0.0 0.0 0.0
H 0.0 0.1 0.0
H 0.0 0.0 0.0
H 0.0 0.0 -0.1
H 0.0 0.0 0.0
H 0.1 0.0 0.0
H 0.1 0.0 0.0
H 0.1 0.0 0.0
H 0.0 0.0 0.0
H 0.0 0.0 0.0
H 0.0 0.0 0.0
H 0.1 -0.1 0.0
H 0.0 0.1 -0.1
H -0.1 0.0 0.0
H -0.1 -0.1 0.0
C -0.1 -0.1 -0.1
C 0.0 0.1 -0.1
O 0.3 -0.2 0.4
P 0.1 1.1 -0.8
O -0.4 -0.3 0.2
Te 0.1 -0.3 0.2
O 0.0 0.0 0.1
C -0.1 0.1 0.0
C 0.0 -0.1 0.1
H 0.0 0.0 0.0
H 0.1 0.0 0.0
H 0.0 0.0 0.0
H -0.1 0.0 0.0
H -0.1 -0.1 0.0
H 0.0 -0.1 0.0
H 0.1 -0.1 0.1
H 0.0 0.0 0.0
H 0.0 0.0 0.0
H 0.0 0.1 -0.1
C 0.2 -0.2 0.0
C -0.1 0.0 -0.6
O 0.1 0.1 0.5
N -0.5 0.6 0.9
Te -0.2 -0.4 -1.1
C 0.0 -0.1 0.2
C 0.0 0.0 0.0
C 0.1 -0.2 0.0
C 0.0 0.0 0.0
C 0.0 0.0 0.0
C 0.1 0.0 0.1
C 0.0 0.0 0.0
C 0.1 0.0 0.1
C -0.1 0.0 -0.1
C 0.1 0.0 0.1
C 0.0 0.0 0.0
C 0.0 0.2 -0.1
C 0.0 0.0 0.0
C 0.0 0.0 0.0
C -0.1 0.0 0.0
C 0.0 0.0 0.0
C 0.0 0.0 0.1
C 0.1 0.0 0.0
H 0.0 0.0 0.0
H 0.0 0.0 0.1
H 0.0 0.0 0.0
H 0.0 0.1 0.0
H 0.0 0.0 0.0
H 0.0 0.0 0.1
H 0.0 0.0 0.1
H 0.0 0.0 0.0
H 0.0 0.0 0.0
H 0.0 0.0 0.0
H 0.0 0.1 0.0
H 0.0 0.0 0.0
H 0.0 0.0 0.0
H 0.1 0.0 0.0
H 0.0 0.0 0.0
H 0.0 0.0 0.0
H 0.0 0.0 0.0
H 0.0 0.0 0.1
H 0.0 0.0 0.0
H 0.0 0.0 0.0
H 0.0 0.0 0.0
H 0.0 -0.1 0.0
H 0.0 -0.1 0.0
H -0.1 0.0 0.0
H 0.0 0.0 0.0

=====

(2)
DFT (the ωB97M-V functional and the def2-TZVPD basis) results for a cluster of 2 separate species, C16H21N4O7S in total.

HOMO level in eV: -11.608
ΔE to the lowest compared entry with this formula, charge and spin in kJ/mol: 0.00
Spin multiplicity: 1
Total energy in Ha: -1765.85349
Net charge: +1

Element x y z (Å)
C1 -0.21109 -0.99872 1.67192
C2 0.66601 -0.08594 0.81151
C3 0.93414 -0.65463 -0.58622
C4 -0.13587 -0.35336 -1.61216
O1 -0.34528 1.08707 -1.67738
N1 -1.44087 1.39558 -2.42061
C5 -2.47554 2.00786 -1.92485
N2 -3.49463 2.40659 -2.81690
C6 -3.74439 3.76790 -2.23622
N3 -4.92036 4.38307 -2.74022
C7 -6.03676 4.22779 -2.27239
S1 -7.44752 4.02857 -1.68467
C8 -3.59084 3.56532 -0.70869
N4 -2.64401 2.41604 -0.65522
C9 -2.59976 1.48882 0.48115
C10 -4.02151 1.13884 0.91791
O2 -4.64535 1.82643 1.66768
O3 -4.55998 0.02759 0.37860
H1 -0.75916 -0.42391 2.42213
H2 0.38576 -1.73824 2.19609
H3 -0.96799 -1.51201 1.06966
H4 1.63196 0.03881 1.29945
H5 0.24811 0.91845 0.74036
H6 1.87955 -0.25768 -0.96047
H7 1.03925 -1.73618 -0.51739
H8 -1.08583 -0.84928 -1.38556
H9 0.19187 -0.69711 -2.59597
H10 -1.41360 1.19946 -3.41708
H11 -4.29679 1.84289 -2.51218
H12 -2.88241 4.36638 -2.53623
H13 -4.48303 3.42747 -0.09938
H14 -3.07367 4.43651 -0.30683
H15 -2.06807 1.93139 1.31993
H16 -2.04793 0.59580 0.19625
H17 -3.94121 -0.44229 -0.19013
C11 4.74274 -2.05560 0.49217
C12 6.05344 -2.27113 0.70048
C13 6.55742 -3.29704 1.70140
O4 7.76374 -3.40942 1.78827
C14 5.59106 -4.05314 2.46752
C15 4.28605 -3.83285 2.25693
C16 3.78682 -2.82187 1.24625
O5 2.57131 -2.71556 1.13562
O6 3.32015 -4.46921 2.90039
O7 7.01301 -1.63024 0.07033
H18 4.38136 -1.32828 -0.22092
H19 5.95379 -4.77433 3.18590
H20 2.47849 -4.12593 2.54605
H21 7.85737 -1.99068 0.41373

Cartesian forces, eV/Å:
C -0.3 0.4 0.0
C 0.2 -0.3 0.1
C 0.0 0.6 0.1
C 0.1 -0.5 -0.1
O -0.2 0.1 0.2
N 0.0 -0.5 -0.1
C -0.1 -0.3 0.1
N 0.3 0.4 0.4
C 0.5 0.2 -0.1
N -0.5 -0.3 0.5
C 0.6 -0.1 -0.1
S -0.3 0.1 0.0
C 0.4 0.5 0.4
N -0.6 0.0 -0.5
C 0.6 0.1 0.2
C -0.1 0.0 0.2
O 0.1 -0.1 -0.1
O -0.1 0.1 -0.1
H 0.1 0.0 0.1
H 0.0 -0.2 -0.1
H 0.1 -0.1 0.0
H 0.0 0.0 0.1
H 0.0 0.0 -0.1
H 0.0 -0.1 -0.1
H 0.1 0.0 -0.1
H -0.1 0.2 0.1
H -0.1 0.0 -0.1
H 0.0 0.0 0.0
H -0.1 -0.1 -0.5
H -0.1 0.0 -0.2
H -0.2 -0.3 -0.3
H -0.1 0.0 0.1
H -0.1 0.1 0.0
H 0.1 0.0 -0.1
H 0.1 -0.1 0.1
C -0.1 0.0 0.0
C 0.0 0.0 0.0
C -0.1 -0.1 0.1
O 0.0 0.0 0.0
C 0.1 0.0 0.0
C 0.0 0.0 0.0
C 0.0 0.0 0.0
O 0.0 0.0 0.1
O 0.0 0.0 0.0
O 0.0 0.0 0.0
H 0.0 0.0 0.0
H 0.0 0.0 0.0
H 0.0 0.0 0.0
H 0.0 0.0 0.0

=====

(3)
DFT (the ωB97M-V functional and the def2-TZVPD basis) results for the molecule C3HCl2N3.

HOMO level in eV: -10.038
ΔE to the lowest compared entry with this formula, charge and spin in kJ/mol: 157.81
Spin multiplicity: 1
Total energy in Ha: -1199.47834

Element x y z (Å)
Cl1 -0.87429 1.84302 -0.16017
C1 0.24987 0.66196 0.05575
N1 1.48673 1.13007 0.33016
C2 2.25998 0.12031 0.20831
N2 2.02073 -1.21928 -0.29741
N3 0.69840 -1.62411 -0.16626
C3 -0.18636 -0.72054 -0.12083
Cl2 -1.86905 -1.16567 0.14864
H1 3.25480 0.10791 0.27120

Cartesian forces, eV/Å:
Cl -1.6 1.5 -0.1
C -0.3 0.1 0.0
N -3.2 -1.0 0.0
C -0.4 -6.2 -3.2
N -2.3 2.4 3.0
N 3.3 -0.9 -1.7
C -0.4 2.7 1.8
Cl 0.9 0.3 -0.4
H 4.0 1.2 0.7